*1*
Molecular formula: C9H70NO27
Method: DFT, ωB97M-V with the def2-TZVPD basis set

Last column: Mulliken charge in e.
Cartesian coordinates (Å):
1 C 0.64 -2.73 1.49  -1.2138
2 C 0.82 -1.24 1.13  2.1318
3 C 2.14 -1.08 0.45  -2.1000
4 C 2.29 0.19 -0.37  0.8240
5 C 1.06 0.36 -1.35  -1.6431
6 C -0.28 0.31 -0.63  2.6385
7 N -0.35 -0.91 0.25  2.0050
8 O -1.62 -1.23 0.77  0.0911
9 C -1.38 0.25 -1.78  0.2460
10 C -0.45 1.70 0.07  0.6190
11 C 0.87 -0.37 2.45  -2.3569
12 H 1.60 -3.21 1.70  0.4661
13 H 0.14 -3.35 0.75  0.0671
14 H -0.03 -2.80 2.35  -0.3361
15 H 2.38 -1.95 -0.16  0.2531
16 H 2.92 -0.90 1.19  0.6344
17 H 3.21 0.07 -0.93  -0.5676
18 H 2.52 1.10 0.19  0.1564
19 H 1.04 -0.34 -2.18  0.5389
20 H 1.22 1.37 -1.74  0.1042
21 H -1.33 -0.72 -2.27  -0.3789
22 H -1.28 1.11 -2.45  -0.0471
23 H -2.42 0.39 -1.49  -0.9649
24 H -1.31 1.74 0.75  -0.6062
25 H -0.71 2.51 -0.61  -0.4538
26 H 0.41 1.96 0.69  -0.4124
27 H 0.08 -0.66 3.14  0.7771
28 H 0.90 0.72 2.45  0.0895
29 H 1.82 -0.58 2.94  0.6220
30 O -0.63 4.44 -2.22  -0.6960
31 H -0.32 3.57 -2.48  0.3220
32 H -1.46 4.28 -1.77  0.3628
33 O -3.03 3.64 -0.68  -0.6847
34 H -3.83 3.14 -0.85  0.3260
35 H -2.82 3.46 0.24  0.3424
36 O -4.45 -1.29 3.04  -0.5823
37 H -3.76 -1.86 2.69  0.3077
38 H -5.26 -1.74 2.81  0.2625
39 O 4.44 0.93 2.95  -0.5757
40 H 5.34 0.98 3.27  0.2390
41 H 4.43 0.17 2.37  0.3476
42 O 3.69 -4.19 3.54  -0.6207
43 H 4.07 -5.06 3.63  0.2890
44 H 2.74 -4.34 3.52  0.3910
45 O 3.82 -1.66 -3.15  -0.6355
46 H 3.72 -0.73 -2.95  0.2414
47 H 3.22 -1.81 -3.87  0.3310
48 O -3.17 3.49 2.50  -0.5406
49 H -2.29 3.47 2.89  0.3243
50 H -3.38 4.42 2.45  0.3091
51 O -4.37 -0.84 -3.68  -0.6587
52 H -5.31 -0.85 -3.50  0.2708
53 H -3.97 -1.19 -2.88  0.3566
54 O -4.85 1.36 -1.36  -0.6672
55 H -5.61 0.80 -1.53  0.2605
56 H -4.27 1.21 -2.10  0.2532
57 O 4.36 1.07 -3.10  -0.7617
58 H 4.55 1.99 -2.93  0.3037
59 H 4.96 0.59 -2.53  0.2730
60 O -0.90 -3.00 -1.63  -0.7271
61 H -1.63 -3.55 -1.35  0.2423
62 H -0.87 -2.29 -0.99  -0.1021
63 O -1.85 0.88 3.36  -0.5586
64 H -1.22 0.30 2.93  -0.1571
65 H -1.30 1.50 3.86  0.3718
66 O -0.39 1.06 -5.21  -0.5277
67 H 0.50 1.25 -4.93  0.3452
68 H -0.33 0.99 -6.17  0.2332
69 O 5.47 -0.21 0.02  -0.6117
70 H 6.30 -0.69 0.10  0.3051
71 H 4.85 -0.86 -0.31  0.3951
72 O -3.69 0.77 0.95  -0.6912
73 H -4.09 0.99 0.11  0.4580
74 H -2.93 0.23 0.71  -0.0532
75 O 2.35 1.77 -4.82  -0.6578
76 H 2.96 1.58 -4.11  0.3942
77 H 2.88 1.70 -5.61  0.2717
78 O -3.64 -2.35 -1.29  -0.6946
79 H -4.51 -2.66 -1.05  0.2205
80 H -3.25 -2.05 -0.47  0.4125
81 O -0.31 -2.30 -4.11  -0.7309
82 H -0.49 -2.56 -3.21  0.3765
83 H -0.76 -1.46 -4.22  0.3766
84 O 2.50 3.01 3.14  -0.6487
85 H 2.93 3.60 2.52  0.3150
86 H 3.12 2.28 3.25  0.2201
87 O -0.94 3.31 4.04  -0.7302
88 H -0.92 4.21 4.37  0.2139
89 H -0.04 2.99 4.15  0.2452
90 O -2.94 -3.30 1.76  -0.8979
91 H -2.35 -2.61 1.45  0.1966
92 H -2.65 -4.09 1.31  0.3153
93 O 1.15 1.87 5.35  -0.6509
94 H 1.73 1.86 4.58  0.4015
95 H 1.07 0.95 5.60  0.3220
96 O 2.31 4.46 -0.21  -0.6564
97 H 2.01 5.30 0.14  0.2895
98 H 1.53 3.91 -0.19  0.3827
99 O -3.17 1.44 -4.07  -0.7000
100 H -3.40 0.52 -3.96  0.3945
101 H -2.26 1.42 -4.39  0.2764
102 O 1.66 -5.15 -1.61  -0.6393
103 H 0.93 -4.53 -1.74  0.3414
104 H 1.25 -5.92 -1.22  0.2850
105 O 0.98 -4.55 4.17  -0.6995
106 H 0.36 -3.84 3.99  0.3386
107 H 0.52 -5.34 3.89  0.3203

## Properties
highest occupied orbital energy: -3.8 eV
spin multiplicity: 1
net charge: -1



*2*
Molecular formula: C9H70NO27
Method: DFT, ωB97M-V with the def2-TZVPD basis set

Last column: Mulliken charge in e.
Cartesian coordinates (Å):
1 C -25.83 8.28 -18.45  -0.9646
2 C -25.95 9.53 -19.31  2.5502
3 C -24.52 9.91 -19.68  -0.7795
4 C -24.45 10.87 -20.84  -0.5275
5 C -25.20 10.35 -22.08  -0.7718
6 C -26.70 10.02 -21.71  1.5540
7 N -26.83 9.21 -20.47  1.5015
8 O -28.20 8.75 -20.16  -0.7202
9 C -27.09 9.08 -22.80  -1.7494
10 C -27.61 11.35 -21.79  -0.9171
11 C -26.54 10.62 -18.42  0.8598
12 H -25.44 7.39 -18.94  -0.7888
13 H -26.80 7.99 -18.06  0.1724
14 H -25.25 8.61 -17.58  0.2908
15 H -23.95 9.00 -19.89  -0.0706
16 H -23.98 10.43 -18.89  -0.0132
17 H -23.47 11.16 -21.21  0.2520
18 H -24.92 11.79 -20.49  0.1293
19 H -24.68 9.48 -22.48  -0.2484
20 H -25.08 11.13 -22.84  0.5438
21 H -26.55 8.13 -22.72  0.4403
22 H -26.79 9.43 -23.79  0.0868
23 H -28.12 8.75 -22.91  0.0213
24 H -27.54 11.79 -22.78  0.2533
25 H -27.13 12.01 -21.07  -0.0099
26 H -28.64 11.21 -21.46  0.2789
27 H -26.80 11.50 -19.00  -0.6269
28 H -25.81 11.03 -17.72  -1.0577
29 H -27.32 10.18 -17.81  0.1940
30 O -20.93 10.39 -20.76  -0.6136
31 H -20.19 10.66 -20.22  0.2509
32 H -21.02 9.45 -20.59  0.2895
33 O -23.42 6.32 -16.35  -0.6916
34 H -24.12 6.07 -16.96  0.3144
35 H -23.83 6.98 -15.78  0.4619
36 O -30.59 8.57 -22.05  -0.7263
37 H -31.04 8.05 -21.39  0.2647
38 H -29.76 8.82 -21.64  0.3589
39 O -28.73 10.33 -25.62  -0.5061
40 H -28.92 11.18 -26.01  0.2482
41 H -29.50 10.13 -25.10  0.2666
42 O -29.62 10.63 -18.49  -0.8069
43 H -30.42 10.11 -18.39  0.2578
44 H -29.13 10.18 -19.18  0.2327
45 O -21.69 11.21 -17.57  -0.6059
46 H -20.94 11.48 -18.09  0.2449
47 H -21.60 10.26 -17.48  0.2926
48 O -24.69 8.25 -15.03  -0.7311
49 H -25.50 8.55 -15.44  0.3922
50 H -24.98 7.62 -14.36  0.3059
51 O -27.42 9.45 -14.99  -0.5387
52 H -27.80 10.32 -15.12  0.3231
53 H -27.44 9.32 -14.04  0.2570
54 O -27.21 6.04 -21.26  -0.8821
55 H -27.41 6.91 -20.92  0.2444
56 H -26.28 5.92 -21.06  0.5188
57 O -29.71 7.56 -17.31  -0.7598
58 H -29.62 6.81 -17.90  0.3522
59 H -29.12 8.22 -17.68  0.3001
60 O -26.42 14.74 -19.29  -0.7919
61 H -27.05 14.02 -19.23  0.3871
62 H -26.95 15.50 -19.55  0.3229
63 O -27.60 4.98 -23.80  -0.6924
64 H -27.38 5.67 -24.44  0.3528
65 H -27.31 5.33 -22.96  0.4109
66 O -21.20 11.69 -23.12  -0.6932
67 H -20.56 11.26 -23.69  0.2800
68 H -21.11 11.24 -22.28  0.3825
69 O -29.29 14.29 -21.69  -0.7069
70 H -29.68 13.57 -22.19  0.3517
71 H -28.91 13.87 -20.91  0.4096
72 O -24.31 5.71 -20.49  -0.6009
73 H -24.11 6.63 -20.31  0.2272
74 H -23.57 5.40 -21.01  0.1938
75 O -29.01 11.49 -15.96  -0.7337
76 H -28.43 12.24 -16.11  0.3320
77 H -29.28 11.23 -16.84  0.3930
78 O -23.98 12.30 -16.38  -0.6047
79 H -23.06 12.09 -16.52  0.3368
80 H -24.43 11.46 -16.47  0.2561
81 O -26.28 9.06 -27.04  -0.6678
82 H -25.68 9.56 -27.60  0.2681
83 H -26.63 9.71 -26.42  0.2775
84 O -24.25 9.12 -25.27  -0.7040
85 H -24.09 8.74 -24.41  0.2923
86 H -25.06 8.70 -25.57  0.4123
87 O -25.60 14.68 -22.02  -0.5067
88 H -26.05 14.65 -21.17  0.3400
89 H -25.55 15.62 -22.22  0.2305
90 O -22.74 14.30 -22.60  -0.6640
91 H -23.60 14.20 -23.01  0.3514
92 H -22.36 13.42 -22.64  0.3172
93 O -25.31 3.88 -18.82  -0.6381
94 H -25.09 4.52 -19.50  0.3904
95 H -24.47 3.50 -18.57  0.2787
96 O -23.18 11.68 -25.24  -0.6432
97 H -23.79 10.94 -25.29  0.4523
98 H -22.61 11.49 -24.50  0.3164
99 O -30.80 12.08 -22.76  -0.6302
100 H -30.96 11.60 -23.58  0.2772
101 H -31.31 11.61 -22.11  0.2753
102 O -29.01 13.22 -19.05  -0.6554
103 H -29.05 12.29 -18.82  0.4292
104 H -29.92 13.51 -19.06  0.2311
105 O -27.96 7.12 -25.66  -0.6897
106 H -27.94 8.03 -25.36  0.3606
107 H -27.59 7.14 -26.54  0.2884

## Properties
highest occupied orbital energy: -4.1 eV
spin multiplicity: 1
net charge: -1



Which one sits at the bottom of the stability order? *1* does.



*1*
Molecular formula: C2H2Br2S2
Method: DFT, ωB97M-V with the def2-TZVPD basis set

Last column: natural (NBO) charge in e.
Cartesian coordinates (Å):
1 C 1.69 0.63 1.41  -0.3902
2 C -1.06 -0.88 -1.32  -0.4342
3 S 0.34 1.35 0.81  0.2039
4 S -1.47 0.53 -2.13  0.0811
5 Br 1.56 -1.29 1.40  0.0298
6 Br -1.83 -1.73 0.17  0.1429
7 H -0.05 -1.29 -1.53  0.2101
8 H 0.81 2.67 1.19  0.1565

## Properties
highest occupied orbital energy: -9.0 eV
spin multiplicity: 1



*2*
Molecular formula: C2H2Br2S2
Method: DFT, ωB97M-V with the def2-TZVPD basis set

Last column: natural (NBO) charge in e.
Cartesian coordinates (Å):
1 C -1.69 0.09 0.42  -0.2768
2 C -0.51 -0.12 -0.19  -0.3380
3 S 2.80 0.86 -0.76  0.0556
4 S 0.95 0.92 0.30  0.0872
5 Br -3.20 -0.98 -0.20  0.0246
6 Br 3.83 -0.76 0.22  -0.0482
7 H -2.07 0.90 1.05  0.2466
8 H -0.11 -0.91 -0.84  0.2488

## Properties
highest occupied orbital energy: -9.1 eV
spin multiplicity: 1
SMILES: Br/C=C/SSBr



Which one sits at the bottom of the stability order? *1* does.



*1*
Molecular formula: C7H14O
Method: DFT, ωB97M-V with the def2-TZVPD basis set

Last column: natural (NBO) charge in e.
Cartesian coordinates (Å):
1 C -1.05 1.91 -2.09  -0.5978
2 C 0.08 1.01 -1.60  -0.3996
3 C 0.87 1.51 -0.40  -0.3921
4 C 0.44 0.97 1.00  -0.4328
5 C 0.20 -2.88 1.29  -0.0945
6 O -1.02 -2.86 2.07  -0.7339
7 C 0.40 -1.53 0.65  -0.2495
8 C 0.62 -0.47 1.40  -0.1350
9 H -1.80 1.97 -1.30  0.1979
10 H -0.63 2.88 -2.34  0.2021
11 H -1.48 1.46 -2.98  0.2087
12 H -0.32 0.00 -1.45  0.1913
13 H 0.74 0.89 -2.47  0.1982
14 H 0.66 2.58 -0.31  0.1988
15 H 1.94 1.37 -0.44  0.2081
16 H -0.63 1.16 1.11  0.2084
17 H 0.93 1.69 1.67  0.2099
18 H 0.07 -3.64 0.54  0.1665
19 H 0.91 -3.19 2.05  0.1917
20 H -1.81 -2.80 1.52  0.4628
21 H 0.10 -1.46 -0.38  0.1909
22 H 0.79 -0.57 2.45  0.2000

## Properties
highest occupied orbital energy: -9.3 eV
spin multiplicity: 1
SMILES: CCCC/C=C/CO



*2*
Molecular formula: C7H14O
Method: DFT, ωB97M-V with the def2-TZVPD basis set

Last column: natural (NBO) charge in e.
Cartesian coordinates (Å):
1 C 0.71 1.49 2.17  -0.6647
2 C -0.16 0.88 1.01  0.0048
3 C -1.24 1.65 0.74  -0.4019
4 C -0.43 -1.40 0.06  -0.1722
5 C 0.45 -0.36 0.29  -0.0593
6 C 1.86 -0.19 -0.10  -0.6670
7 C -0.23 -2.66 -0.72  -0.6663
8 H 1.68 0.85 2.33  0.2118
9 H 1.00 2.53 1.78  0.2214
10 H 0.11 1.72 3.16  0.2293
11 H -1.87 1.59 -0.08  0.2081
12 H -1.48 2.38 1.47  0.1882
13 H -1.49 -1.29 0.38  0.2177
14 H 1.90 0.27 -1.02  0.2212
15 H 2.54 0.32 0.51  0.2300
16 H 2.49 -1.04 -0.21  0.2257
17 H -0.98 -2.58 -1.50  0.2340
18 H 0.74 -2.76 -1.44  0.2102
19 H -0.31 -3.61 -0.02  0.2320
20 H -0.55 0.18 -1.85  0.4903
21 H -0.65 0.62 -3.41  0.4730
22 O -1.11 0.55 -2.59  -0.9665

## Properties
highest occupied orbital energy: -8.8 eV
spin multiplicity: 1
SMILES: C=C(C)/C(C)=C/C.O



*3*
Molecular formula: C7H14O
Method: DFT, ωB97M-V with the def2-TZVPD basis set

Last column: natural (NBO) charge in e.
Cartesian coordinates (Å):
1 C 0.25 2.24 2.18  -0.6159
2 C 0.97 0.95 1.80  -0.4373
3 C 0.89 0.64 0.31  0.0743
4 C 2.02 0.33 -0.35  -0.4386
5 C -0.51 0.58 -0.26  -0.5024
6 C -0.65 -0.13 -1.58  -0.1694
7 C -1.75 -0.08 -2.32  -0.3864
8 H -0.82 2.07 2.19  0.2025
9 H 0.51 2.53 3.21  0.2119
10 H 0.47 3.13 1.59  0.2101
11 H 0.62 0.10 2.39  0.2157
12 H 2.04 0.99 2.00  0.2068
13 H 1.90 -0.19 -1.27  0.1843
14 H 3.01 0.70 -0.13  0.2053
15 H -0.74 1.62 -0.48  0.2343
16 H -1.17 0.27 0.55  0.2224
17 H 0.14 -0.75 -1.97  0.1990
18 H -1.76 -0.34 -3.37  0.1951
19 H -2.73 0.20 -1.92  0.1883
20 H -1.51 -4.84 -1.30  0.4639
21 H -0.13 -4.96 -0.80  0.4634
22 O -1.03 -5.06 -0.49  -0.9273

## Properties
highest occupied orbital energy: -9.1 eV
spin multiplicity: 1
SMILES: C=CCC(=C)CC.O



Which one sits at the bottom of the stability order? *2* does.



*1*
Molecular formula: CH3O4Si
Method: DFT, ωB97M-V with the def2-TZVPD basis set

Last column: natural (NBO) charge in e.
Cartesian coordinates (Å):
1 C 0.00 -1.31 -0.77  0.5220
2 O -0.92 0.32 -1.48  -1.0867
3 O 0.38 -1.94 -1.68  -0.5110
4 O 0.11 0.78 1.20  -1.1377
5 O 0.09 -1.86 1.99  -1.2863
6 Si 0.60 -0.77 1.04  1.8570
7 H -0.23 1.28 0.45  0.5246
8 H -1.83 0.40 -1.07  0.4279
9 H 1.91 -0.75 0.57  -0.3098

## Properties
highest occupied orbital energy: -4.8 eV
spin multiplicity: 1
net charge: -1



*2*
Molecular formula: CH3O4Si
Method: DFT, ωB97M-V with the def2-TZVPD basis set

Last column: natural (NBO) charge in e.
Cartesian coordinates (Å):
1 C 1.35 -1.88 0.30  0.4655
2 O 1.26 -1.72 1.62  -0.8172
3 O 1.76 -2.83 -0.37  -0.7222
4 O -1.08 -0.30 -0.76  -1.1039
5 O 0.84 0.98 0.59  -1.1085
6 Si 0.63 -0.20 -0.57  1.5730
7 H -1.44 -1.12 -0.38  0.4837
8 H 1.33 0.53 1.25  0.4974
9 H 0.97 0.59 -1.85  -0.2677

## Properties
highest occupied orbital energy: -4.1 eV
spin multiplicity: 1
net charge: -1
SMILES: O=C([O-])[SiH](O)O



Which one sits at the bottom of the stability order? *1* does.